[1]
A cluster of 7 separate species, C12H35N14O6S2 in total at a distorted geometry. Source: OMol25; level of theory: ωB97M-V/def2-TZVPD.

CARTESIAN COORDINATES (ANGSTROEM)
S (0.535, 2.098, 1.013)
C (1.243, 1.237, -0.220)
N (1.648, 0.448, -1.166)
C (1.360, 1.093, -2.505)
C (0.024, 0.406, -3.095)
C (-0.237, 1.052, -4.546)
C (1.052, 1.727, -5.224)
N (2.345, 1.030, -4.926)
C (2.561, 0.682, -3.475)
S (4.208, 1.363, -2.880)
H (1.265, 2.212, -2.335)
H (-0.811, 0.640, -2.350)
H (0.159, -0.725, -3.254)
H (-0.727, 0.344, -5.297)
H (-1.003, 1.897, -4.388)
H (0.897, 1.631, -6.361)
H (1.122, 2.860, -5.041)
H (3.102, 1.701, -5.179)
H (2.479, 0.176, -5.513)
H (2.687, -0.459, -3.427)
H (4.260, 2.728, -3.129)
C (-0.257, -1.296, 3.414)
O (-0.892, -0.297, 3.738)
N (-0.295, -2.445, 4.121)
N (0.538, -1.328, 2.314)
H (0.218, -3.271, 3.872)
H (-0.876, -2.461, 4.948)
H (0.590, -0.489, 1.762)
H (1.067, -2.132, 2.029)
C (8.895, 1.810, -2.192)
O (10.038, 1.745, -2.609)
N (8.602, 2.113, -0.902)
N (7.813, 1.583, -2.984)
H (7.668, 2.172, -0.539)
H (9.378, 2.288, -0.284)
H (7.991, 1.355, -3.948)
H (6.864, 1.631, -2.663)
C (-4.393, -1.139, 2.997)
O (-4.142, -2.027, 3.799)
N (-5.502, -1.152, 2.214)
N (-3.588, -0.063, 2.819)
H (-5.728, -0.434, 1.551)
H (-6.126, -1.935, 2.316)
H (-2.750, -0.015, 3.386)
H (-3.779, 0.675, 2.167)
C (-1.299, -2.900, 8.178)
O (-0.916, -3.336, 7.101)
N (-2.415, -2.140, 8.303)
N (-0.639, -3.139, 9.339)
H (-2.746, -1.773, 9.177)
H (-2.932, -1.942, 7.462)
H (0.195, -3.700, 9.285)
H (-0.936, -2.791, 10.232)
C (1.568, 0.285, -9.092)
O (2.151, -0.096, -8.081)
N (0.255, 0.626, -9.096)
N (2.186, 0.396, -10.289)
H (-0.239, 0.938, -9.913)
H (-0.241, 0.555, -8.224)
H (3.162, 0.152, -10.327)
H (1.729, 0.705, -11.128)
C (-7.719, 0.046, 6.397)
O (-8.705, 0.407, 7.020)
N (-6.492, 0.597, 6.582)
N (-7.763, -0.939, 5.464)
H (-5.670, 0.314, 6.079)
H (-6.418, 1.332, 7.266)
H (-8.654, -1.374, 5.297)
H (-6.962, -1.250, 4.942)

Computed properties:
HOMO level ... -10.8 eV
Total charge ... +1
Orbital gap ... 7.38 eV

Results of the natural (NBO) charge analysis, in e, for atoms 1 through 4: 0.1527, 0.2366, -0.5239, -0.0820



[2]
A structure of composition C26H20AuN3O3S. Source: OMol25; level of theory: ωB97M-V/def2-TZVPD.

CARTESIAN COORDINATES (ANGSTROEM)
Au (-0.091, 0.136, -0.027)
O (-0.042, 0.455, 2.448)
N (-0.755, 1.486, 2.756)
C (-1.582, 1.392, 3.823)
C (-2.217, 2.487, 4.349)
C (-2.042, 3.722, 3.736)
C (-1.313, 3.778, 2.573)
C (-0.687, 2.646, 2.024)
S (0.049, 2.663, 0.472)
H (-1.662, 0.389, 4.213)
H (-2.848, 2.376, 5.220)
H (-2.512, 4.608, 4.141)
H (-1.226, 4.702, 2.019)
O (2.425, -1.828, 1.239)
C (2.778, -0.903, 0.539)
N (4.067, -0.409, 0.480)
C (4.255, 0.518, -0.605)
C (2.754, 0.698, -1.040)
O (2.406, 1.495, -1.885)
N (1.986, -0.167, -0.334)
C (4.802, 1.849, -0.100)
C (6.024, 2.371, -0.502)
C (6.478, 3.582, 0.013)
C (5.712, 4.280, 0.932)
C (4.489, 3.758, 1.342)
C (4.041, 2.553, 0.832)
C (5.015, -0.064, -1.792)
C (5.610, -1.318, -1.737)
C (6.272, -1.840, -2.843)
C (6.339, -1.117, -4.022)
C (5.735, 0.133, -4.089)
C (5.079, 0.655, -2.986)
H (4.813, -0.838, 0.997)
H (6.632, 1.833, -1.217)
H (7.433, 3.978, -0.312)
H (6.061, 5.227, 1.325)
H (3.877, 4.298, 2.054)
H (3.081, 2.156, 1.147)
H (5.547, -1.906, -0.830)
H (6.731, -2.819, -2.778)
H (6.848, -1.525, -4.886)
H (5.770, 0.703, -5.010)
H (4.588, 1.618, -3.043)
C (-4.901, -0.517, -0.246)
C (-4.001, -1.478, -0.685)
C (-2.633, -1.242, -0.605)
C (-2.124, -0.041, -0.098)
C (-3.047, 0.911, 0.338)
C (-4.417, 0.676, 0.272)
H (-5.968, -0.693, -0.317)
H (-4.364, -2.413, -1.098)
H (-1.946, -2.011, -0.942)
H (-2.706, 1.864, 0.723)
H (-5.109, 1.435, 0.621)

Computed properties:
Multiplicity ... 2
HOMO level (alpha / beta) ... -4.2 / -4.7 eV
Total charge ... -1
Orbital gap (alpha / beta) ... 7.08 / 6.54 eV

Results of the natural (NBO) charge analysis, in e, for atoms 1 through 4: 0.9308, -0.5839, 0.0356, 0.0050



[3]
A structure of composition C47H60NO5RhSSiTe. Source: OMol25; level of theory: ωB97M-V/def2-TZVPD.

CARTESIAN COORDINATES (ANGSTROEM)
Rh (-0.042, 0.893, -0.332)
O (-0.873, 0.852, 1.497)
C (-1.481, 1.902, 2.206)
C (-2.033, 2.995, 1.264)
C (-0.976, 3.772, 0.542)
C (-0.651, 5.064, 0.929)
C (0.341, 5.737, 0.240)
C (0.969, 5.112, -0.820)
C (0.612, 3.812, -1.157)
C (1.290, 3.082, -2.279)
C (2.379, 2.077, -1.824)
O (1.796, 1.020, -1.144)
C (3.083, 1.499, -3.067)
C (3.408, 0.145, -3.068)
C (4.066, -0.425, -4.148)
C (4.411, 0.345, -5.250)
C (4.091, 1.694, -5.259)
C (3.435, 2.263, -4.176)
C (3.426, 2.764, -0.939)
C (4.080, 3.925, -1.348)
C (5.039, 4.528, -0.551)
C (5.376, 3.964, 0.675)
C (4.744, 2.800, 1.081)
C (3.772, 2.206, 0.283)
N (-0.350, 3.168, -0.476)
C (-0.479, 2.589, 3.134)
C (-0.936, 3.414, 4.159)
C (-0.049, 4.144, 4.935)
C (1.317, 4.060, 4.693)
C (1.780, 3.241, 3.674)
C (0.887, 2.507, 2.901)
C (-2.621, 1.266, 3.010)
C (-2.287, 0.468, 4.103)
C (-3.260, -0.196, 4.827)
C (-4.600, -0.074, 4.472)
C (-4.948, 0.719, 3.393)
C (-3.961, 1.388, 2.670)
H (-2.636, 3.696, 1.845)
H (-2.689, 2.521, 0.530)
H (-1.159, 5.509, 1.773)
H (0.625, 6.740, 0.530)
H (1.752, 5.605, -1.378)
H (1.692, 3.824, -2.968)
H (0.551, 2.490, -2.826)
H (3.126, -0.450, -2.213)
H (4.307, -1.481, -4.129)
H (4.922, -0.100, -6.094)
H (4.350, 2.310, -6.111)
H (3.201, 3.319, -4.220)
H (3.850, 4.365, -2.312)
H (5.531, 5.430, -0.890)
H (6.132, 4.425, 1.297)
H (5.015, 2.340, 2.024)
H (3.284, 1.289, 0.586)
H (-2.000, 3.481, 4.358)
H (-0.425, 4.772, 5.733)
H (2.012, 4.627, 5.298)
H (2.839, 3.174, 3.469)
H (1.265, 1.872, 2.110)
H (-1.245, 0.369, 4.381)
H (-2.976, -0.811, 5.671)
H (-5.363, -0.589, 5.041)
H (-5.987, 0.829, 3.112)
H (-4.265, 2.008, 1.837)
C (-5.037, 0.865, -0.710)
Te (-3.014, 0.153, -0.900)
C (-2.803, 1.406, -2.578)
H (-5.035, 1.943, -0.545)
H (-5.503, 0.362, 0.134)
H (-5.578, 0.636, -1.627)
H (-3.602, 1.158, -3.273)
H (-1.830, 1.230, -3.024)
H (-2.894, 2.434, -2.234)
C (-2.674, -5.569, -0.738)
C (-3.063, -4.123, -1.007)
C (-4.393, -3.793, -0.349)
C (-3.127, -3.858, -2.506)
O (-2.106, -3.240, -0.394)
Si (-0.578, -2.795, -0.781)
S (-0.541, -0.995, -1.882)
O (0.037, -3.993, -1.700)
C (1.341, -4.284, -2.239)
C (1.124, -4.538, -3.722)
C (1.850, -5.527, -1.530)
C (2.302, -3.121, -2.034)
O (0.258, -2.517, 0.588)
C (0.227, -3.062, 1.921)
C (1.449, -2.486, 2.613)
C (0.288, -4.580, 1.875)
C (-1.046, -2.585, 2.594)
H (-3.421, -6.241, -1.165)
H (-2.626, -5.756, 0.335)
H (-1.704, -5.799, -1.177)
H (-5.201, -4.378, -0.792)
H (-4.624, -2.734, -0.479)
H (-4.355, -4.002, 0.721)
H (-3.865, -4.516, -2.969)
H (-2.161, -4.041, -2.976)
H (-3.415, -2.824, -2.708)
H (0.397, -5.338, -3.865)
H (2.058, -4.825, -4.210)
H (0.747, -3.634, -4.202)
H (1.153, -6.357, -1.662)
H (1.960, -5.333, -0.464)
H (2.823, -5.823, -1.925)
H (1.934, -2.218, -2.522)
H (3.269, -3.378, -2.472)
H (2.450, -2.904, -0.975)
H (2.362, -2.799, 2.103)
H (1.495, -2.822, 3.650)
H (1.403, -1.396, 2.602)
H (1.172, -4.917, 1.333)
H (-0.597, -4.986, 1.389)
H (0.335, -4.984, 2.888)
H (-1.125, -1.503, 2.526)
H (-1.052, -2.882, 3.646)
H (-1.927, -3.015, 2.112)

Computed properties:
Multiplicity ... 5
Relative energy (zero: lowest compared OMol25 entry of this formula, charge and spin) ... 6.9 kcal/mol
HOMO level (alpha / beta) ... -7.3 / -7.9 eV
Orbital gap (alpha / beta) ... 7.43 / 5.52 eV

Results of the Löwdin charge analysis, in e, for atoms 1 through 4: 0.9343, -0.3331, -0.4793, -0.0851